1.
C9H7N3OS | wB97M-V/def2-TZVPD

- Energy relative to the best compared isomer or geometry (same formula, charge and spin): 29.4 kcal per mole
- HOMO level: -9.16 eV
- LUMO: -0.02 eV
- SMILES: O=c1nc(-c2ccccc2)nc(S)[nH]1

Last column: Löwdin charge in e.
CARTESIAN COORDINATES (ANGSTROEM)
O1 3.257 1.970 -0.279  0.128
C1 2.434 1.529 0.415  -0.591
N1 1.232 1.289 -0.128  0.214
C2 0.471 0.398 0.415  -0.311
C3 -0.601 -0.019 -0.439  -0.157
C4 -1.942 -0.103 0.097  -0.026
C5 -3.007 -0.462 -0.683  -0.089
C6 -2.700 -0.699 -2.051  -0.068
C7 -1.369 -0.680 -2.624  -0.055
C8 -0.308 -0.395 -1.757  -0.033
N2 0.705 -0.088 1.672  0.121
C9 1.894 0.122 2.204  -0.657
S1 2.292 -0.627 3.808  0.820
N3 2.774 0.860 1.558  0.150
H1 -2.221 0.219 1.102  0.114
H2 -4.034 -0.478 -0.380  0.097
H3 -3.525 -0.721 -2.785  0.098
H4 -1.072 -0.833 -3.680  0.109
H5 0.709 -0.577 -2.020  0.109
H6 1.265 -1.463 3.758  -0.129
H7 3.745 0.757 1.797  0.157

2.
C2H4NO2 | wB97M-V/def2-TZVPD

- Energy relative to the best compared isomer or geometry (same formula, charge and spin): 46.7 kcal per mole
- HOMO level: -3.42 eV
- Total charge: -1
- LUMO: 4.13 eV

Last column: Löwdin charge in e.
CARTESIAN COORDINATES (ANGSTROEM)
O1 -1.061 -0.340 -0.087  -0.238
C1 -0.166 -1.030 0.532  -0.635
N1 -0.352 -2.154 1.153  -0.045
C2 0.576 1.590 -0.882  -0.212
O2 1.592 2.138 -0.524  -0.049
H1 0.843 -0.594 0.482  0.067
H2 -1.340 -2.267 1.350  -0.027
H3 -0.375 1.863 -0.416  0.057
H4 0.283 0.793 -1.608  0.080

3.
C42H37AsBrNOPPt | wB97M-V/def2-TZVPD

- Energy relative to the best compared isomer or geometry (same formula, charge and spin): 15.8 kcal per mole
- HOMO level: -10.35 eV
- Total charge: +1
- LUMO: -3.30 eV

Last column: Löwdin charge in e.
CARTESIAN COORDINATES (ANGSTROEM)
Pt1 0.788 1.029 0.605  0.473
C1 2.075 2.591 -2.158  -0.065
C2 2.966 1.355 -2.245  -0.368
C3 2.344 0.212 -3.035  -0.040
C4 3.433 0.901 -0.857  -0.245
C5 4.661 -0.018 -0.909  -0.042
O1 4.280 -1.192 -0.151  0.039
C6 3.042 -1.002 0.297  -0.313
N1 2.455 0.064 -0.094  -0.051
C7 2.579 -1.997 1.279  -0.117
C8 3.207 -3.244 1.256  0.004
C9 2.938 -4.186 2.232  -0.038
C10 2.069 -3.875 3.266  -0.038
C11 1.446 -2.638 3.296  -0.073
C12 1.668 -1.690 2.300  -0.262
P1 0.695 -0.154 2.432  0.846
C13 -1.013 -0.757 2.460  -0.366
C14 -1.363 -2.003 1.939  -0.087
C15 -2.694 -2.393 1.898  -0.067
C16 -3.681 -1.542 2.373  -0.066
C17 -3.340 -0.297 2.884  -0.059
C18 -2.013 0.101 2.921  -0.130
C19 1.062 0.565 4.042  -0.365
C20 0.371 0.196 5.195  -0.083
C21 0.731 0.740 6.419  -0.060
C22 1.779 1.648 6.494  -0.060
C23 2.466 2.020 5.346  -0.061
C24 2.106 1.485 4.121  -0.101
H1 1.708 2.887 -3.142  0.090
H2 2.617 3.434 -1.724  0.092
H3 1.189 2.421 -1.541  -0.001
H4 3.885 1.664 -2.756  0.146
H5 1.408 -0.118 -2.584  0.038
H6 3.005 -0.659 -3.087  0.090
H7 2.128 0.524 -4.058  0.097
H8 3.630 1.787 -0.251  0.147
H9 5.538 0.405 -0.428  0.138
H10 4.910 -0.328 -1.921  0.130
H11 3.919 -3.461 0.472  0.126
H12 3.424 -5.153 2.198  0.118
H13 1.873 -4.595 4.051  0.119
H14 0.763 -2.411 4.107  0.113
H15 -0.604 -2.675 1.556  0.102
H16 -2.958 -3.360 1.489  0.113
H17 -4.721 -1.846 2.339  0.114
H18 -4.110 0.375 3.239  0.116
H19 -1.757 1.086 3.289  0.059
H20 -0.453 -0.506 5.141  0.106
H21 0.189 0.459 7.313  0.112
H22 2.055 2.075 7.450  0.112
H23 3.272 2.740 5.404  0.112
H24 2.612 1.801 3.215  0.092
Br1 -0.469 2.869 1.600  0.092
C25 -5.558 0.447 -0.069  -0.081
C26 -4.782 1.549 0.263  -0.078
C27 -3.434 1.578 -0.064  -0.135
C28 -2.863 0.504 -0.742  -0.355
C29 -3.637 -0.603 -1.071  -0.095
C30 -4.984 -0.630 -0.728  -0.081
As1 -1.014 0.659 -1.316  1.276
C31 -1.176 1.858 -2.819  -0.318
C32 -1.359 3.230 -2.779  -0.088
C33 -1.401 3.938 -3.974  -0.068
C34 -1.246 3.271 -5.184  -0.063
C35 -1.057 1.896 -5.218  -0.014
C36 -1.026 1.175 -4.029  -0.193
C37 -0.838 -0.289 -3.901  -0.206
C38 -0.667 -1.188 -4.947  -0.010
C39 -0.485 -2.538 -4.677  -0.059
C40 -0.467 -3.007 -3.369  -0.071
C41 -0.630 -2.117 -2.315  -0.100
C42 -0.820 -0.772 -2.587  -0.362
H25 -6.612 0.429 0.182  0.109
H26 -5.228 2.394 0.776  0.111
H27 -2.835 2.436 0.207  0.031
H28 -3.203 -1.435 -1.607  0.095
H29 -5.588 -1.490 -0.991  0.109
H30 -1.460 3.748 -1.832  0.105
H31 -1.550 5.010 -3.963  0.109
H32 -1.275 3.830 -6.112  0.110
H33 -0.942 1.395 -6.171  0.111
H34 -0.675 -0.844 -5.974  0.113
H35 -0.356 -3.233 -5.497  0.110
H36 -0.327 -4.063 -3.175  0.107
H37 -0.611 -2.474 -1.292  0.100

4.
C27H52FeOP2Si | wB97M-V/def2-TZVPD

- Multiplicity: 6
- HOMO level (alpha / beta): -10.14 / -10.65 eV
- Total charge: +1
- LUMO (alpha / beta): -2.50 / -4.38 eV

Last column: Löwdin spin population.
CARTESIAN COORDINATES (ANGSTROEM)
Fe1 0.524 -0.648 -1.913  3.336
C1 -0.701 -1.947 -0.035  0.223
C2 0.696 -2.133 -0.449  0.037
C3 0.581 -0.472 1.188  0.210
C4 -0.738 -0.940 0.955  0.133
C5 1.481 -1.149 0.327  0.181
C6 -1.819 -2.883 -0.312  0.029
H1 -1.603 -3.561 -1.148  0.000
H2 -2.761 -2.355 -0.533  0.006
H3 -1.995 -3.502 0.585  0.012
C7 -1.930 -0.481 1.695  0.011
H4 -2.842 -0.974 1.347  0.000
H5 -2.051 0.605 1.570  0.003
H6 -1.811 -0.686 2.770  0.004
C8 0.910 0.523 2.226  0.031
H7 0.666 0.127 3.221  0.010
H8 0.310 1.433 2.075  0.009
H9 1.968 0.796 2.224  0.000
C9 2.956 -1.207 0.519  0.022
H10 3.187 -1.870 1.370  0.010
H11 3.385 -0.224 0.754  0.002
H12 3.479 -1.600 -0.364  0.002
C10 1.254 -3.417 -0.968  0.005
H13 1.464 -4.052 -0.077  0.001
H14 2.194 -3.276 -1.521  0.002
H15 0.542 -3.946 -1.612  0.000
C11 -1.876 0.959 -5.752  0.006
C12 -1.939 -0.385 -5.756  0.001
C13 -1.110 -1.254 -6.657  0.000
C14 0.382 -0.853 -6.762  0.001
C15 0.987 -0.287 -5.506  0.004
C16 1.116 1.038 -5.308  0.001
C17 0.435 2.103 -6.121  0.000
C18 -1.000 1.780 -6.647  0.001
H16 -1.543 -1.247 -7.673  0.000
H17 0.501 -0.149 -7.600  0.000
H18 -1.170 -2.297 -6.314  0.000
H19 -0.918 1.343 -7.653  0.000
H20 -2.627 1.524 -5.180  0.000
H21 -2.728 -0.896 -5.192  0.000
H22 -1.510 2.747 -6.792  0.000
H23 0.381 3.036 -5.535  0.000
H24 1.902 1.441 -4.669  0.000
H25 1.071 2.353 -6.994  0.000
H26 0.962 -1.745 -7.056  0.000
H27 1.512 -1.012 -4.874  0.002
P1 -1.422 0.479 -1.973  0.258
P2 1.483 1.370 -1.732  0.064
C19 -0.867 1.854 -3.085  0.022
C20 0.366 2.586 -2.554  0.016
H28 -1.729 2.499 -3.282  0.000
H29 -0.642 1.346 -4.026  0.004
H30 0.918 3.087 -3.356  0.002
H31 0.064 3.328 -1.803  0.001
C21 2.199 2.285 -0.376  0.000
H32 2.855 1.632 0.212  0.000
H33 1.398 2.693 0.253  0.000
H34 2.800 3.100 -0.808  0.001
C22 2.945 0.823 -2.669  0.034
H35 3.370 1.714 -3.148  0.007
H36 2.686 0.058 -3.420  0.007
H37 3.664 0.391 -1.959  0.000
C23 -3.223 0.425 -2.031  0.057
H38 -3.583 -0.571 -1.729  0.000
H39 -3.542 0.633 -3.066  0.011
H40 -3.612 1.194 -1.347  0.002
C24 -1.025 -1.059 -3.106  0.094
H41 -0.311 -1.903 -2.771  0.017
H42 -0.709 -0.765 -4.110  0.014
H43 -2.016 -1.550 -3.139  0.007
C25 -3.322 4.038 -0.189  0.000
Si1 -1.790 3.404 0.753  0.006
C26 -0.584 4.865 0.945  0.003
C27 -2.368 3.006 2.533  0.002
O1 -1.152 2.137 0.043  0.077
H44 -3.657 5.003 0.219  0.000
H45 -4.158 3.328 -0.111  0.000
H46 -3.090 4.180 -1.254  0.000
H47 -1.115 5.767 1.281  0.000
H48 0.196 4.652 1.688  0.000
H49 -0.087 5.114 -0.001  0.000
H50 -3.273 2.380 2.539  0.000
H51 -1.589 2.481 3.107  0.000
H52 -2.605 3.942 3.065  0.000